This record from the Open Molecules 2025 dataset describes the ion C9H12NO2 with charge +1 at a distorted geometry. The level of theory is ωB97M-V/def2-TZVPD.

Geometry as ORCA input:
```
! RIJCOSX wB97M-V def2-TZVPD def2/J DEFGRID3
* xyz 1 1
C 1.41 0.30 1.20
N 2.02 -0.33 0.04
C 3.37 -0.09 -0.25
C 1.29 -1.01 -0.84
O 0.13 -1.45 -0.78
C -1.01 -0.68 -0.37
C -1.92 -1.33 0.43
C -3.10 -0.76 0.72
C -3.30 0.56 0.29
C -2.40 1.19 -0.56
C -1.13 0.70 -0.76
O 0.02 1.33 -1.23
H 2.08 0.92 1.76
H 0.55 0.87 0.82
H 1.12 -0.45 1.90
H 3.79 0.89 -0.25
H 3.91 -0.65 0.56
H 3.76 -0.34 -1.22
H 1.83 -1.51 -1.64
H -1.67 -2.34 0.66
H -3.90 -1.17 1.21
H -4.27 0.95 0.63
H -2.46 2.19 -0.81
H -0.11 2.20 -1.53
*
```

Its HOMO-LUMO gap is 9.159 eV. Its SMILES is C[N+](C)=COc1ccccc1O. The calculation puts the HOMO energy at -12.68 eV. The energy above the lowest of the compared OMol25 structures with the same formula, charge and spin is 45.8 kcal/mol. The calculation puts the largest force on an atom at 0.0903 Eh/bohr.

Löwdin population analysis, charges in e, atoms 1 to 2: number 1, C, carries 0.03; number 2, N, carries -0.11

This record from the Open Molecules 2025 dataset describes a structure of composition C9H12NO3 at a distorted geometry. The level of theory is ωB97M-V/def2-TZVPD.

Geometry as ORCA input:
```
! RIJCOSX wB97M-V def2-TZVPD def2/J DEFGRID3
* xyz -1 1
C 2.08 0.96 -0.16
C 1.90 -1.27 0.76
C -1.63 0.69 -1.21
C -1.50 -1.15 -0.48
C -1.27 0.17 0.16
C -0.82 -0.32 2.58
C 2.79 -0.91 -1.77
C -1.13 0.65 1.40
C 2.34 -0.27 -0.39
N 1.96 2.20 -0.09
O 1.30 -2.25 0.29
O 2.36 -1.09 1.84
O -2.04 -0.52 -1.68
H -2.43 1.58 -1.34
H -0.94 1.09 -2.00
H -0.53 -1.75 -0.75
H -2.07 -1.97 -0.05
H -1.38 -1.23 2.35
H -1.14 0.15 3.44
H 0.20 -0.50 2.66
H 2.94 -1.97 -1.55
H 1.92 -0.92 -2.35
H 3.54 -0.30 -2.16
H 1.02 2.78 -0.12
H -0.95 1.64 1.50
*
```

Its HOMO-LUMO gap is 7.689 eV. The calculation puts the HOMO energy at -4.16 eV. The energy above the lowest of the compared OMol25 structures with the same formula, charge and spin is 81.9 kcal/mol. The calculation puts the largest force on an atom at 0.1030 Eh/bohr.

Löwdin population analysis, charges in e, atoms 1 to 2: number 1, C, carries -0.21; number 2, C, carries -0.77